{
  "formula": "C5H11NO2S",
  "method": "ωB97M-V/def2-TZVPD",
  "smiles": "CSCC[C@H](N)C(=O)O",
  "e_above_lowest_kj_mol": 504.4,
  "spin_multiplicity": 1,
  "homo_ev": -8.5,
  "orbital_gap_ev": 9.150,
  "species": ["C", "S", "C", "C", "C", "N", "C", "O", "O", "H", "H", "H", "H", "H", "H", "H", "H", "H", "H", "H"],
  "xyz": [[2.1231, 0.1418, 2.8129], [0.3495, -0.4492, 2.7847], [-0.6845, 0.4499, 1.5156], [0.0176, -0.2290, 0.1561], [-0.9397, -0.0496, -1.1387], [-2.2246, -0.8664, -0.8368], [-0.3079, -0.1300, -2.5157], [-0.5212, -0.7491, -3.5975], [0.5175, 0.7667, -2.8532], [2.5999, -0.2404, 3.6904], [2.4767, 1.3287, 2.5187], [2.6703, -0.3015, 1.8463], [-0.4368, 1.7363, 1.3974], [-1.9168, 0.5043, 1.5617], [0.8982, 0.2497, -0.0129], [0.1184, -1.3399, 0.0699], [-1.0667, 1.0656, -0.9332], [-1.9773, -1.8020, -1.0179], [-2.7374, -0.5187, -1.7371], [1.0418, 0.4327, -3.7107]],
  "forces_ev_per_a": [[1.3379, 2.3044, -5.2178], [-0.4649, 1.0265, 1.1866], [0.9350, 2.4185, -2.7649], [-4.9271, -1.5839, -1.0144], [-0.1323, 1.2110, 2.8596], [0.7704, 4.4330, -3.4612], [-1.8556, -2.5078, -4.9131], [-2.4779, -2.7794, 3.2263], [6.2084, 4.2923, 0.4060], [0.0202, -0.0073, 0.5615], [-1.7488, -2.9692, 1.6261], [-1.1239, 0.3078, 2.2311], [-0.3773, -3.8717, 0.6209], [3.4905, -1.1162, 0.2581], [2.6617, 1.2253, -0.3320], [0.3027, 0.8080, 1.4829], [-0.8639, -1.1770, -1.1208], [0.2642, -1.5667, -0.3884], [0.2566, -1.4899, 2.1707], [-2.2760, 1.0423, 2.5829]],
  "mulliken_charge": [-0.743, -0.138, -0.463, -1.126, 0.052, -0.621, 0.513, -0.733, -0.486, 0.338, 0.257, 0.208, 0.266, 0.321, 0.634, 0.423, 0.277, 0.298, 0.337, 0.389]
}

{
  "formula": "C3H10NO4",
  "method": "ωB97M-V/def2-TZVPD",
  "e_above_lowest_kj_mol": 130.9,
  "spin_multiplicity": 1,
  "homo_ev": -4.8,
  "orbital_gap_ev": 8.697,
  "total_charge": -1,
  "species": ["C", "C", "C", "O", "O", "N", "H", "H", "H", "H", "H", "H", "H", "H", "O", "H", "H", "O"],
  "xyz": [[-0.4684, -0.3889, 1.8177], [0.5768, -1.1095, 0.9447], [0.1450, -1.1999, -0.5375], [0.1494, -0.1475, -1.2213], [-0.1220, -2.3689, -0.9264], [-0.5270, 1.0989, 1.6529], [-1.4514, -0.8421, 1.7343], [-0.0561, -0.5732, 2.8132], [1.6062, -0.8170, 1.2044], [0.6709, -2.1634, 1.2448], [-0.7709, 1.2344, 0.6644], [0.4784, 1.2937, 1.5834], [1.5610, 1.6015, -1.7507], [2.3126, 0.5030, -1.7340], [2.5050, 1.4395, -1.6496], [-2.6167, 0.4829, -2.4880], [-1.8121, 0.7224, -1.3102], [-2.1807, 1.2342, -2.0422]],
  "forces_ev_per_a": [[1.3805, 0.2315, 0.4748], [-0.4258, -1.1418, 0.1244], [1.0540, -1.4078, -0.1269], [-0.3350, 0.4790, -0.0094], [-0.1705, 0.9930, 0.1083], [0.6607, -1.0417, -0.8428], [-0.1193, 0.0186, -0.0814], [-0.6656, 0.1222, 0.4148], [-0.2558, 0.9859, -0.6689], [-0.6610, 0.0883, 0.1938], [-0.1653, 0.0795, 0.2870], [-0.2692, 0.5151, 0.2668], [-0.4538, 1.0649, 0.2214], [0.7912, -0.9487, 0.2173], [-0.4235, -0.1522, -0.3258], [0.2066, 0.6993, -0.1785], [0.8679, 0.2656, 0.0510], [-1.0161, -0.8507, -0.1259]],
  "mulliken_charge": [-0.633, -0.457, 0.394, -0.711, -0.762, -0.765, 0.359, 0.318, 0.375, 0.285, 0.356, 0.308, 0.343, 0.330, -0.670, 0.315, 0.250, -0.633]
}

{
  "formula": "C32H27CrF5NO4P",
  "method": "ωB97M-V/def2-TZVPD",
  "s_squared": 0.76,
  "e_above_lowest_kj_mol": 126.5,
  "spin_multiplicity": 2,
  "homo_ev": [-5.1, -4.8],
  "orbital_gap_ev": [7.343, 7.036],
  "total_charge": -1,
  "species": ["Cr", "O", "C", "O", "C", "C", "C", "C", "C", "C", "C", "C", "C", "N", "H", "H", "H", "H", "H", "H", "O", "C", "O", "C", "P", "C", "C", "C", "C", "C", "C", "C", "C", "C", "C", "C", "C", "H", "H", "H", "H", "H", "H", "H", "H", "H", "H", "H", "H", "F", "C", "F", "C", "F", "F", "F", "C", "C", "C", "C", "C", "C", "H", "H", "H", "H", "H", "H", "H", "H", "H"],
  "xyz": [[-1.2194, 0.7693, -1.0156], [0.3283, 3.7594, 1.1026], [-0.2749, 2.7044, 1.1335], [-0.9484, 2.2070, 0.1523], [-0.2955, 1.9733, 2.4712], [-0.5555, 2.8075, 3.5933], [-0.6018, 2.2569, 4.8326], [-0.3272, 0.8759, 4.9781], [-0.3144, 0.2347, 6.2371], [0.0131, -1.0878, 6.3447], [0.3424, -1.8174, 5.1843], [0.3154, -1.2250, 3.9519], [-0.0335, 0.1370, 3.8078], [-0.0604, 0.6946, 2.5608], [-0.7114, 3.8624, 3.4226], [-0.8111, 2.8564, 5.7112], [-0.5608, 0.8196, 7.1163], [0.0169, -1.5729, 7.3124], [0.6189, -2.8618, 5.2610], [0.5580, -1.7990, 3.0697], [-0.5081, -2.7065, -2.9670], [-0.3924, -1.7121, -2.2814], [-1.3972, -1.0045, -1.8279], [1.0004, -1.2174, -1.8506], [0.6627, -0.5290, -0.1787], [0.1731, -2.1071, 0.6091], [-1.1221, -2.2281, 1.1053], [-1.5562, -3.4221, 1.6619], [-0.6912, -4.5036, 1.7392], [0.5966, -4.3996, 1.2318], [1.0229, -3.2096, 0.6605], [2.2713, -0.0491, 0.5224], [2.9066, -0.6569, 1.6005], [4.0259, -0.0699, 2.1756], [4.5219, 1.1272, 1.6806], [3.9004, 1.7350, 0.5978], [2.7789, 1.1554, 0.0285], [1.2992, -0.4098, -2.5200], [1.7282, -2.0263, -1.8833], [-1.7909, -1.3777, 1.0620], [-2.5691, -3.5039, 2.0353], [-1.0178, -5.4309, 2.1939], [1.2638, -5.2519, 1.2657], [2.0235, -3.1397, 0.2505], [2.5277, -1.5833, 2.0120], [4.4996, -0.5440, 3.0265], [5.3795, 1.5957, 2.1470], [4.2706, 2.6775, 0.2157], [2.2674, 1.6536, -0.7895], [-3.5886, 1.2302, -2.7903], [-3.0951, 1.4387, -1.5220], [-3.3464, 2.7658, -1.2471], [-4.0327, 0.6518, -0.5870], [-3.4365, 0.5886, 0.6457], [-4.1862, -0.6132, -0.9907], [-5.2591, 1.1594, -0.3903], [-1.3971, 0.1309, -5.7508], [-0.4151, 1.2623, -5.3981], [0.9845, 0.9053, -5.9107], [-0.8994, 2.5752, -6.0235], [-0.4106, 1.3714, -3.9306], [-0.4724, 1.3831, -2.7170], [-1.4253, -0.0224, -6.8340], [-2.3981, 0.3806, -5.3977], [-1.1003, -0.8007, -5.2671], [0.9761, 0.7909, -6.9986], [1.3137, -0.0356, -5.4670], [1.7033, 1.6824, -5.6457], [-1.0354, 2.4552, -7.1021], [-0.1814, 3.3781, -5.8471], [-1.8517, 2.8662, -5.5798]],
  "forces_ev_per_a": [[0.1082, 0.1940, -0.7246], [0.0016, 0.0346, 0.0294], [0.1632, 0.0432, -0.2066], [-0.1401, -0.6851, 0.2859], [-0.1977, 0.1839, 0.0371], [-0.0043, 0.0345, 0.1050], [0.0581, -0.0048, -0.1064], [0.0042, -0.0294, -0.0551], [0.0242, -0.0248, 0.0495], [-0.0440, 0.0765, -0.0383], [0.0101, -0.0174, -0.0372], [0.0232, -0.1656, 0.0022], [0.0156, 0.0401, 0.2574], [-0.0350, -0.0095, -0.1091], [0.0005, 0.0010, -0.0106], [-0.0361, -0.0028, -0.0049], [0.0054, -0.0101, 0.0059], [0.0269, -0.0042, -0.0003], [-0.0258, -0.0017, 0.0281], [-0.0345, 0.0561, 0.0030], [-0.1003, 0.0930, 0.0050], [0.3310, -0.0963, -0.1976], [-0.2275, 0.5095, 0.6789], [-0.1523, -0.0906, 0.1445], [0.5645, -0.4978, -0.4302], [-0.0100, 0.1784, 0.1884], [0.0347, -0.0305, -0.0021], [0.0000, 0.0497, -0.0037], [0.0045, -0.0183, 0.0376], [0.0227, -0.0041, 0.0021], [-0.0218, 0.0191, -0.0023], [-0.0938, 0.2468, 0.0270], [0.0476, -0.0329, -0.0095], [0.0061, -0.0059, -0.0131], [-0.0162, -0.0009, -0.0109], [0.0334, -0.0051, 0.0133], [-0.0008, -0.0490, -0.0364], [-0.0025, 0.0433, 0.0284], [-0.0591, -0.0536, -0.0268], [-0.0332, -0.0105, 0.0083], [0.0123, 0.0063, 0.0149], [-0.0269, -0.0074, -0.0425], [0.0132, 0.0096, 0.0183], [0.0031, -0.0087, -0.0102], [-0.0189, 0.0527, -0.0087], [0.0056, -0.0061, -0.0017], [0.0153, -0.0163, -0.0086], [-0.0087, 0.0030, -0.0078], [-0.0227, 0.0265, 0.0238], [0.0635, -0.0145, -0.0293], [-0.5679, -0.1652, 0.0690], [0.0853, 0.0143, 0.0143], [-0.0737, -0.0574, 0.0192], [-0.0133, 0.0047, -0.0121], [-0.0379, 0.0175, -0.0319], [0.0052, 0.0789, -0.0240], [0.0105, 0.0319, -0.0095], [-0.1016, -0.0826, 0.0882], [-0.0247, 0.0009, -0.0147], [0.0043, -0.0118, 0.0092], [0.2659, 0.1654, 0.0050], [0.1082, -0.0231, 0.0939], [-0.0003, 0.0087, -0.0025], [-0.0026, -0.0024, -0.0090], [0.0104, -0.0065, -0.0148], [-0.0016, 0.0118, -0.0046], [0.0262, 0.0020, -0.0139], [0.0001, -0.0034, 0.0016], [0.0358, 0.0063, -0.0086], [-0.0079, 0.0014, 0.0116], [-0.0069, 0.0107, -0.0263]],
  "mulliken_spin": [1.097, 0.014, -0.002, -0.040, 0.004, -0.003, 0.000, 0.000, 0.000, 0.000, 0.000, 0.000, 0.000, -0.001, 0.000, 0.000, 0.000, 0.000, 0.000, 0.000, -0.003, 0.000, -0.029, 0.013, 0.001, -0.001, 0.002, 0.000, 0.000, 0.000, -0.002, -0.004, 0.001, 0.000, 0.000, 0.000, 0.001, 0.000, 0.000, -0.002, 0.000, 0.000, 0.000, 0.000, 0.000, 0.000, 0.000, 0.000, -0.003, 0.001, -0.017, 0.001, -0.012, 0.001, 0.000, -0.001, -0.001, -0.008, 0.000, 0.000, -0.007, -0.002, 0.000, 0.000, 0.000, 0.000, 0.000, 0.000, 0.000, 0.000, 0.000]
}

{
  "formula": "C9H18F2Li2NO13S2",
  "method": "ωB97M-V/def2-TZVPD",
  "s_squared": 0.75,
  "spin_multiplicity": 2,
  "homo_ev": [-4.3, -9.7],
  "orbital_gap_ev": [3.940, 9.651],
  "species": ["Li", "Li", "N", "S", "O", "O", "F", "S", "O", "O", "F", "C", "O", "C", "O", "O", "C", "H", "H", "H", "H", "H", "H", "C", "O", "C", "O", "O", "C", "H", "H", "H", "H", "H", "H", "C", "O", "C", "O", "O", "C", "H", "H", "H", "H", "H", "H"],
  "xyz": [[0.5692, -0.6460, 0.5749], [2.3867, -1.1677, 2.8954], [0.7951, -1.8695, 2.0178], [1.1123, -3.6603, 1.8872], [0.0192, -4.6597, 1.7368], [2.2041, -4.0908, 2.7127], [1.8023, -3.5160, 0.4025], [-0.5136, -2.2486, 2.7845], [-0.4599, -2.7229, 4.1346], [-1.5952, -2.6322, 1.9179], [-0.9121, -0.7108, 3.1458], [0.7098, 4.3756, 1.9988], [0.4301, 3.0951, 1.4654], [1.1258, 2.5244, 0.5152], [1.0968, 1.3252, 0.3017], [2.0695, 3.3759, -0.1022], [2.7761, 3.0053, -1.2870], [0.0410, 4.5706, 2.8372], [0.6136, 5.2023, 1.2950], [1.6906, 4.4384, 2.4702], [3.6979, 2.4812, -1.0349], [3.1926, 3.8567, -1.8254], [2.2299, 2.4002, -2.0106], [-2.8597, 1.4969, 2.3245], [-3.4559, 0.7740, 1.2692], [-2.6688, -0.0193, 0.4545], [-1.4897, -0.2506, 0.5376], [-3.5391, -0.4127, -0.5088], [-3.0719, -1.1081, -1.5940], [-3.2796, 2.4970, 2.4326], [-1.8184, 1.7124, 2.0848], [-2.9864, 0.9333, 3.2488], [-2.2669, -1.7443, -1.2263], [-2.6866, -0.3563, -2.2829], [-3.9231, -1.6341, -2.0263], [1.9441, -3.2551, -2.7914], [1.5054, -2.1510, -3.4744], [0.8889, -1.2170, -2.7009], [0.9230, -1.0387, -1.4696], [0.1915, -0.4213, -3.5501], [-0.4522, 0.7893, -3.0805], [1.0513, -3.7991, -2.4829], [2.4322, -3.1486, -1.8226], [2.5418, -3.9159, -3.4192], [-0.5884, 0.9373, -2.0092], [-1.5023, 0.8894, -3.3551], [0.0294, 1.7164, -3.3913]],
  "forces_ev_per_a": [[-0.5504, 0.6743, -0.9562], [-0.0966, -0.3203, 0.1663], [2.7259, -0.4995, -0.5128], [-1.5357, -4.1114, -0.6482], [2.5157, 1.3652, -0.9253], [0.7526, 1.1385, -0.0501], [-0.4978, 0.0859, 0.7920], [-5.0655, 1.8560, 2.1080], [0.7878, -0.6864, -0.2500], [0.4420, 0.2237, 0.5283], [0.2143, 0.3353, -0.2985], [0.4829, 1.2820, 0.7244], [-0.3909, -0.2418, -0.1087], [3.0142, -0.5646, -1.0791], [-0.4060, 1.3308, -0.2001], [-2.0724, -0.1393, 0.8221], [0.9933, -0.8609, -0.2388], [-0.4223, -0.4370, -0.3366], [-0.0406, -0.3423, -0.2765], [0.2694, -0.3443, -0.4244], [-0.2298, -0.4917, 0.3474], [-0.7872, 0.6281, 0.4254], [-0.3808, -0.0165, 0.3995], [1.0020, 0.2455, 0.3537], [0.7463, -0.9704, -1.3498], [-1.8397, 1.1065, 0.2152], [-0.6181, 0.4371, -0.4798], [-0.3387, 1.3028, 2.7169], [1.0761, -0.4153, -0.7091], [-0.7338, -0.2603, -0.2772], [0.2317, -0.5103, 0.3101], [0.3034, 0.1418, -0.0280], [-0.0007, -0.4641, -0.6255], [0.0671, -0.4461, -0.4181], [0.3147, -0.1375, 0.0282], [-0.1560, -3.0503, 1.7732], [-0.9117, 3.1281, 0.6606], [-0.3671, 1.2460, 1.0741], [0.2275, -1.1300, -2.9267], [-0.0728, 0.3785, 0.5840], [-0.5002, 0.7055, 0.9915], [-0.0840, -0.4897, -0.1753], [0.4268, 0.9442, -0.3057], [-0.0742, 0.4646, -0.2327], [0.8522, -0.9159, 0.4018], [0.2145, -0.7090, -1.0277], [0.5127, -0.4655, -0.5617]],
  "mulliken_spin": [0.032, 0.454, 0.119, 0.155, 0.134, -0.006, 0.006, 0.035, 0.013, 0.017, 0.017, 0.000, -0.013, 0.104, -0.054, -0.007, -0.001, 0.001, 0.000, 0.001, 0.002, -0.001, 0.000, 0.000, -0.002, 0.000, -0.024, -0.003, 0.000, 0.000, 0.014, -0.001, 0.000, 0.000, 0.000, 0.000, 0.000, 0.004, -0.003, 0.000, 0.003, 0.000, 0.003, 0.000, 0.000, 0.000, 0.000]
}

no.,E (Eh)
1,-800.3655
2,-476.0858
3,-3476.5495
4,-2397.7150